C30H32IrN7O2S2 as an isolated structure. Source: the Open Molecules 2025 dataset; level of theory: ωB97M-V with the def2-TZVPD basis set.

```
74
Properties=species:S:1:pos:R:3:mulliken_spin:R:1
Ir -0.090 -0.493 1.294 1.27
S -0.473 -4.246 -1.194 0.05
C -1.505 -4.403 0.268 0.25
C -2.411 -5.380 0.432 -0.10
C -3.235 -5.351 1.421 0.24
C -3.257 -4.312 2.348 -0.10
C -2.541 -3.159 2.072 0.14
C -1.516 -3.240 1.007 0.02
N -0.701 -2.352 0.572 0.26
C 0.214 -2.748 -0.565 0.39
C 1.159 -1.898 -0.899 -0.21
C 2.064 -2.329 -1.919 0.47
C 3.145 -1.404 -2.369 -0.08
C 3.085 -0.186 -1.771 0.24
C 2.212 0.191 -0.725 -0.12
C 1.362 -0.614 -0.178 0.14
H -2.588 -5.915 -0.525 0.00
H -3.929 -6.207 1.522 0.01
H -3.620 -4.453 3.376 0.00
H -2.548 -2.318 2.823 0.01
H 2.222 -3.337 -2.217 0.02
H 3.924 -1.330 -3.162 0.00
H 3.977 0.523 -1.793 0.01
H 2.348 1.132 -0.324 0.01
C -0.285 -0.588 -4.184 0.00
N -1.321 -1.457 -3.581 0.00
C -2.142 -0.937 -2.622 0.00
N -2.915 -1.756 -1.874 0.00
O -2.290 0.304 -2.558 0.00
H -0.615 0.435 -4.192 0.00
H -0.153 -0.828 -5.217 0.00
H 0.662 -0.592 -3.622 0.01
H -1.204 -2.424 -3.608 0.00
H -2.787 -2.778 -1.820 0.00
H -3.775 -1.352 -1.615 0.00
C 2.622 0.172 2.862 0.03
O 1.673 1.285 2.664 0.00
C 0.513 1.170 2.080 0.03
C -0.288 2.447 2.107 0.03
H 2.955 -0.301 1.913 -0.02
H 2.164 -0.499 3.604 0.00
H 3.405 0.627 3.416 0.00
H -0.998 2.592 1.314 0.00
H 0.493 3.183 1.964 0.01
H -0.706 2.650 3.109 -0.02
N -2.732 0.744 0.786 0.04
C -2.782 0.371 2.044 -0.03
C -3.932 0.388 2.783 0.22
C -4.088 -0.186 4.024 0.42
C -2.850 -0.435 4.597 -0.10
C -1.761 -0.338 3.889 0.25
N -1.715 -0.138 2.540 0.11
H -3.626 0.420 0.303 0.00
H -2.046 0.317 0.163 0.01
H -4.806 0.710 2.240 0.01
H -5.056 -0.333 4.400 0.02
H -2.872 -0.624 5.697 0.01
H -0.781 -0.333 4.326 0.03
N -0.393 2.580 -1.877 0.00
C 0.888 3.068 -1.942 0.00
N 1.441 3.546 -0.883 0.00
C 2.758 4.040 -1.177 0.00
C 3.734 4.525 -0.278 0.00
C 4.975 4.831 -0.815 0.00
C 5.265 4.786 -2.184 0.00
C 4.282 4.280 -3.035 0.00
C 3.093 3.967 -2.539 0.00
S 1.789 3.241 -3.447 0.00
H -0.685 2.347 -0.964 0.00
H -0.402 1.690 -2.375 0.00
H 3.527 4.716 0.765 0.00
H 5.731 5.119 -0.105 0.00
H 6.256 5.098 -2.505 0.00
H 4.478 4.080 -4.061 0.00
```

Summary:
Total energy   -70656.65994 eV
Energy above the lowest of the compared OMol25 structures with the same formula, charge and spin   3.492 eV
2S+1   5
Orbital gap (alpha / beta)   0.1483 / 0.1758 Eh
⟨S²⟩   6.084
HOMO level (alpha / beta)   -3.855 / -7.646 eV